[1]
Formula: C2H6N4O
Source: the Open Molecules 2025 dataset
Level of theory: ωB97M-V/def2-TZVPD

The geometry in ORCA input format:
```
! wB97M-V def2-TZVPD RIJCOSX def2/J DEFGRID3
* xyz 0 1
C 1.269 0.318 0.637
N -1.632 -0.472 0.519
N 0.387 0.153 -1.472
N 1.137 0.780 -0.615
C -1.015 0.393 1.162
N -1.241 -1.671 -0.010
O -1.167 1.352 1.844
H 0.167 0.759 -2.261
H 1.328 1.782 -0.734
H -1.990 -2.018 -0.602
H -0.375 -1.573 -0.554
H 1.353 -0.753 0.745
H 1.781 0.951 1.340
*
```

lowest unoccupied orbital energy (alpha / beta) = -0.34 / -0.35 eV
molar mass = 102.1 u
strongest force on any atom = 0.0648 Eh/bohr
HOMO (alpha / beta) = -8.02 / -8.02 eV
energy relative to the best compared isomer or geometry (same formula, charge and spin) = 129.41 kcal/mol

***

[2]
Formula: C2H6N4O
Source: the Open Molecules 2025 dataset
Level of theory: ωB97M-V/def2-TZVPD

The geometry in ORCA input format:
```
! wB97M-V def2-TZVPD RIJCOSX def2/J DEFGRID3
* xyz 0 1
C -0.046 -0.664 -0.007
C 0.893 0.300 -0.076
N -2.260 0.015 0.242
N 2.278 0.305 -0.147
O -0.107 -1.892 0.585
N -1.157 0.053 -0.527
N 0.075 1.408 -0.332
H -0.297 -2.563 -0.085
H -2.136 0.123 1.246
H -3.030 0.539 -0.146
H 2.718 1.074 0.341
H 2.709 -0.571 0.113
H 0.360 1.874 -1.206
*
```

lowest unoccupied orbital energy = 0.88 eV
molar mass = 102.1 u
strongest force on any atom = 0.0142 Eh/bohr
HOMO = -7.40 eV
energy relative to the best compared isomer or geometry (same formula, charge and spin) = 105.99 kcal/mol

***

[3]
Formula: C2H6N4O
Source: the Open Molecules 2025 dataset
Level of theory: ωB97M-V/def2-TZVPD

The geometry in ORCA input format:
```
! wB97M-V def2-TZVPD RIJCOSX def2/J DEFGRID3
* xyz 0 1
C -1.368 0.810 0.663
C -0.690 -0.088 -0.402
N 3.328 -1.079 0.590
N 0.270 0.263 -1.154
N 3.242 -0.027 0.229
N -1.052 -1.427 -0.211
O 3.027 1.018 -0.147
H -2.449 0.930 0.358
H -1.060 1.874 0.675
H -1.255 0.210 1.572
H 0.532 1.237 -1.142
H -0.498 -2.021 -0.791
H -2.027 -1.700 -0.239
*
```

lowest unoccupied orbital energy = 0.91 eV
molar mass = 102.1 u
strongest force on any atom = 0.0951 Eh/bohr
SMILES = [H]/N=C(\C)N.N#[N+][O-]
HOMO = -9.55 eV
energy relative to the best compared isomer or geometry (same formula, charge and spin) = 69.22 kcal/mol

***

[4]
Formula: C2H6N4O2
Source: the Open Molecules 2025 dataset
Level of theory: ωB97M-V/def2-TZVPD

The geometry in ORCA input format:
```
! wB97M-V def2-TZVPD RIJCOSX def2/J DEFGRID3
* xyz 0 1
C 0.395 1.437 0.715
C -0.788 1.403 -0.194
N 1.161 0.471 0.707
N -0.755 -2.956 -0.868
N -1.279 2.514 -0.544
N -0.205 -2.063 -0.343
O -2.146 2.485 -1.559
O 0.918 -2.154 0.451
H 0.502 2.353 1.433
H -1.133 0.443 -0.487
H 1.954 0.438 1.349
H -0.668 -3.991 -0.665
H -2.140 1.654 -1.939
H 1.209 -1.195 0.389
*
```

lowest unoccupied orbital energy = 0.38 eV
molar mass = 118.1 u
strongest force on any atom = 0.0946 Eh/bohr
SMILES = [H]/N=C/C=N/O.[H]/N=N\O
HOMO = -9.00 eV
energy relative to the best compared isomer or geometry (same formula, charge and spin) = 127.74 kcal/mol

***

[5]
Formula: C2H6N4O2
Source: the Open Molecules 2025 dataset
Level of theory: ωB97M-V/def2-TZVPD

The geometry in ORCA input format:
```
! wB97M-V def2-TZVPD RIJCOSX def2/J DEFGRID3
* xyz 0 1
C -0.482 0.193 -0.088
C 2.975 -0.045 0.090
H -2.278 -1.803 0.969
H -2.693 -0.658 -0.037
H -0.042 -1.732 -0.508
H 3.880 -0.610 -0.020
H 3.004 0.852 0.590
H -1.745 2.900 -0.301
N -2.180 -1.519 -0.028
N -0.779 -1.140 -0.201
N 1.804 -0.424 -0.311
N -1.374 1.066 -0.021
O 0.844 0.548 -0.040
O -0.933 2.372 -0.094
*
```

lowest unoccupied orbital energy = 0.91 eV
molar mass = 118.1 u
strongest force on any atom = 0.0608 Eh/bohr
SMILES = C=NO/C(=N\O)NN
HOMO = -8.22 eV
energy relative to the best compared isomer or geometry (same formula, charge and spin) = 117.35 kcal/mol

***

[6]
Formula: C2H6N4O2
Source: the Open Molecules 2025 dataset
Level of theory: ωB97M-V/def2-TZVPD

The geometry in ORCA input format:
```
! wB97M-V def2-TZVPD RIJCOSX def2/J DEFGRID3
* xyz 2 1
C -0.391 1.064 -0.261
C 1.365 -0.523 0.015
N 1.982 -1.640 0.081
N -1.562 1.546 -0.011
N 0.022 -0.244 0.092
N 2.523 0.719 -0.011
O 3.589 0.259 -0.230
O 2.166 1.785 0.294
H 0.225 1.505 -0.997
H 1.727 -2.647 -0.079
H 3.107 -1.595 0.131
H -1.742 2.483 -0.350
H -2.220 1.316 0.780
H -0.539 -1.110 0.258
*
```

lowest unoccupied orbital energy = -10.48 eV
molar mass = 118.1 u
strongest force on any atom = 0.0639 Eh/bohr
SMILES = N/C(=[NH+]/C=[NH2+])[N+](=O)[O-]
HOMO = -21.02 eV
energy relative to the best compared isomer or geometry (same formula, charge and spin) = 34.91 kcal/mol

***

[7]
Formula: C2H6N4OS
Source: the Open Molecules 2025 dataset
Level of theory: ωB97M-V/def2-TZVPD

The geometry in ORCA input format:
```
! wB97M-V def2-TZVPD RIJCOSX def2/J DEFGRID3
* xyz 0 1
C 0.280 0.643 0.218
C 1.851 0.657 -0.116
N -0.329 1.020 -1.056
N -0.952 0.191 -1.626
N -0.234 -0.718 0.519
N -1.572 -0.423 1.454
O -0.055 -2.004 -1.744
S -0.971 -1.363 -0.862
H -0.120 1.412 0.997
H 2.172 0.911 0.846
H 2.022 1.444 -0.946
H 2.076 -0.330 -0.359
H -1.853 -1.304 1.851
H -2.315 -0.137 0.825
*
```

lowest unoccupied orbital energy = 0.26 eV
molar mass = 134.2 u
strongest force on any atom = 0.0792 Eh/bohr
HOMO = -9.24 eV
energy relative to the best compared isomer or geometry (same formula, charge and spin) = 119.88 kcal/mol

***

[8]
Formula: C2H6N4S
Source: the Open Molecules 2025 dataset
Level of theory: ωB97M-V/def2-TZVPD

The geometry in ORCA input format:
```
! wB97M-V def2-TZVPD RIJCOSX def2/J DEFGRID3
* xyz 0 1
C -0.435 1.208 -0.169
C -0.672 -1.141 0.790
H 1.840 0.172 0.156
H 2.525 1.617 -0.614
H -1.312 1.790 0.037
H -1.196 -0.555 -2.267
H -1.211 -1.948 0.769
H 0.485 -1.962 1.944
N 1.750 0.971 -0.495
N 0.650 1.783 -0.272
N -0.858 -0.145 -0.081
N 0.459 -1.084 1.438
S -2.024 -0.705 -1.237
*
```

lowest unoccupied orbital energy = 0.63 eV
molar mass = 118.2 u
strongest force on any atom = 0.1833 Eh/bohr
SMILES = [H]/N=C/N(S)/C=N\N
HOMO = -8.74 eV
energy relative to the best compared isomer or geometry (same formula, charge and spin) = 74.05 kcal/mol

***

[9]
Formula: C2H6N4S
Source: the Open Molecules 2025 dataset
Level of theory: ωB97M-V/def2-TZVPD

The geometry in ORCA input format:
```
! wB97M-V def2-TZVPD RIJCOSX def2/J DEFGRID3
* xyz 0 1
C 0.315 -0.534 0.785
C 0.191 -0.513 -1.631
H -0.135 2.339 0.081
H 0.481 0.445 2.532
H 1.361 -1.346 1.928
H -1.296 0.525 -0.164
H 1.260 -0.869 -1.442
H -1.497 -0.187 -2.912
N -0.054 0.416 1.735
N 1.172 -1.443 0.852
N -0.491 -0.177 -0.371
N -0.236 -0.416 -2.824
S -1.070 1.760 1.429
*
```

lowest unoccupied orbital energy = -0.47 eV
molar mass = 118.2 u
strongest force on any atom = 0.1094 Eh/bohr
HOMO = -9.37 eV
energy relative to the best compared isomer or geometry (same formula, charge and spin) = 91.06 kcal/mol

***

[10]
Formula: C2H6N4S
Source: the Open Molecules 2025 dataset
Level of theory: ωB97M-V/def2-TZVPD

The geometry in ORCA input format:
```
! wB97M-V def2-TZVPD RIJCOSX def2/J DEFGRID3
* xyz 0 1
C 1.161 -0.271 0.076
C -1.247 -0.382 -0.653
H 0.193 1.528 -1.721
H 1.805 1.960 -2.269
H 1.657 -1.094 0.554
H -0.489 0.935 2.497
H -2.268 -0.104 -0.194
H -1.950 -0.489 -2.263
N 1.269 1.510 -1.521
N 1.790 0.546 -0.659
N -0.292 -0.215 0.367
N -1.044 -0.806 -1.855
S -0.656 -0.379 2.033
*
```

lowest unoccupied orbital energy = 0.62 eV
molar mass = 118.2 u
strongest force on any atom = 0.0702 Eh/bohr
SMILES = [H]/N=C/N(S)/C=N\N
HOMO = -8.75 eV
energy relative to the best compared isomer or geometry (same formula, charge and spin) = 69.31 kcal/mol

***

[11]
Formula: C2H6N4S
Source: the Open Molecules 2025 dataset
Level of theory: ωB97M-V/def2-TZVPD

The geometry in ORCA input format:
```
! wB97M-V def2-TZVPD RIJCOSX def2/J DEFGRID3
* xyz 0 1
C 0.098 -0.335 -0.625
C -0.614 -0.898 0.612
N 1.338 -0.976 -0.868
N 0.357 1.108 -0.404
N 1.595 1.101 0.239
N 2.353 0.035 -0.138
S 3.876 -0.207 0.147
H -0.543 -0.463 -1.504
H 0.032 -0.819 1.482
H -0.850 -1.943 0.438
H -1.521 -0.327 0.786
H 0.411 1.609 -1.300
H 2.082 1.992 0.278
*
```

lowest unoccupied orbital energy (alpha / beta) = -0.78 / -0.74 eV
molar mass = 118.2 u
strongest force on any atom = 0.1303 Eh/bohr
SMILES = C[C@@H]1N=[N+]([S-])NN1
HOMO (alpha / beta) = -8.05 / -8.85 eV
energy relative to the best compared isomer or geometry (same formula, charge and spin) = 115.85 kcal/mol

***

[12]
Formula: C2H6N4S
Source: the Open Molecules 2025 dataset
Level of theory: ωB97M-V/def2-TZVPD

The geometry in ORCA input format:
```
! wB97M-V def2-TZVPD RIJCOSX def2/J DEFGRID3
* xyz 0 1
C -1.171 -0.042 -0.193
C 2.052 0.155 -0.102
H -2.248 -0.728 1.441
H -2.969 0.510 0.633
H -1.444 1.705 -0.765
H 1.288 -0.644 -1.803
H 2.657 0.723 -0.769
H 1.480 -0.276 1.598
N -2.340 -0.284 0.575
N -0.789 0.961 -0.863
N 1.345 -0.868 -0.784
N 2.205 0.300 1.140
S -0.066 -1.513 -0.109
*
```

lowest unoccupied orbital energy = 0.63 eV
molar mass = 118.2 u
strongest force on any atom = 0.0544 Eh/bohr
SMILES = [H]/N=C\NS/C(N)=N/[H]
HOMO = -9.67 eV
energy relative to the best compared isomer or geometry (same formula, charge and spin) = 18.72 kcal/mol

***

[13]
Formula: C2H6N4S
Source: the Open Molecules 2025 dataset
Level of theory: ωB97M-V/def2-TZVPD

The geometry in ORCA input format:
```
! wB97M-V def2-TZVPD RIJCOSX def2/J DEFGRID3
* xyz 0 1
C -1.057 -0.481 0.681
C -0.727 1.002 0.752
N 2.410 0.079 -0.592
N 2.386 -0.820 -1.342
N -1.130 -0.781 -0.747
N -0.316 0.000 -1.518
S 0.322 1.227 -0.757
H -0.282 -1.071 1.192
H -2.029 -0.702 1.128
H -1.611 1.621 0.594
H -0.197 1.305 1.644
H 3.245 0.381 -0.050
H -1.013 -1.759 -0.986
*
```

lowest unoccupied orbital energy (alpha / beta) = 0.74 / 0.61 eV
molar mass = 118.2 u
strongest force on any atom = 0.0427 Eh/bohr
HOMO (alpha / beta) = -7.11 / -6.58 eV
energy relative to the best compared isomer or geometry (same formula, charge and spin) = 113.36 kcal/mol

***

[14]
Formula: C2H6N4S
Source: the Open Molecules 2025 dataset
Level of theory: ωB97M-V/def2-TZVPD

The geometry in ORCA input format:
```
! wB97M-V def2-TZVPD RIJCOSX def2/J DEFGRID3
* xyz 0 1
C -0.374 0.498 -1.747
C 0.782 1.034 1.879
N 0.012 -2.493 0.037
N 0.090 -1.799 -1.011
N -0.551 -2.063 1.122
N -0.412 -0.563 -0.813
S -0.977 -0.436 0.790
H -1.118 0.195 -2.567
H -0.782 1.407 -1.212
H 0.622 0.688 -2.170
H 0.366 1.767 2.396
H 1.026 1.415 0.838
H 1.317 0.350 2.458
*
```

lowest unoccupied orbital energy (alpha / beta) = 0.15 / -0.30 eV
molar mass = 118.2 u
strongest force on any atom = 0.0920 Eh/bohr
HOMO (alpha / beta) = -7.49 / -7.91 eV
energy relative to the best compared isomer or geometry (same formula, charge and spin) = 141.10 kcal/mol

***

[15]
Formula: C2H6N4S
Source: the Open Molecules 2025 dataset
Level of theory: ωB97M-V/def2-TZVPD

The geometry in ORCA input format:
```
! wB97M-V def2-TZVPD RIJCOSX def2/J DEFGRID3
* xyz 0 1
C -0.396 -1.394 0.038
C 1.555 0.250 0.465
H -2.355 -0.969 0.072
H -1.650 -0.048 1.322
H 0.058 -2.278 -1.709
H 1.487 -1.848 0.977
H 2.580 0.261 1.025
H 0.526 3.010 -1.204
N -1.481 -0.964 0.869
N -0.750 -2.244 -0.917
N 0.910 -0.935 0.218
N 1.154 1.468 0.327
S -0.402 1.717 -0.437
*
```

lowest unoccupied orbital energy = -0.31 eV
molar mass = 118.2 u
strongest force on any atom = 0.1399 Eh/bohr
HOMO = -8.74 eV
energy relative to the best compared isomer or geometry (same formula, charge and spin) = 119.62 kcal/mol

***

[16]
Formula: C2H6N5
Source: the Open Molecules 2025 dataset
Level of theory: ωB97M-V/def2-TZVPD

The geometry in ORCA input format:
```
! wB97M-V def2-TZVPD RIJCOSX def2/J DEFGRID3
* xyz 1 1
C -1.594 -0.950 -0.178
C -0.287 -1.151 -0.091
N -1.980 0.420 0.127
N -1.038 1.105 0.412
N 1.229 0.279 1.161
N 0.933 0.676 -1.066
N 0.396 0.240 0.150
H -2.271 -1.505 -0.687
H 0.202 -2.178 -0.044
H 0.953 0.492 2.132
H 2.102 0.585 0.882
H 1.093 1.679 -1.058
H 0.262 0.310 -1.740
*
```

lowest unoccupied orbital energy = -5.55 eV
molar mass = 100.1 u
strongest force on any atom = 0.0938 Eh/bohr
SMILES = N[N+]1(N)C=CN=N1
HOMO = -14.54 eV
energy relative to the best compared isomer or geometry (same formula, charge and spin) = 129.59 kcal/mol

***

[17]
Formula: C2H6N5
Source: the Open Molecules 2025 dataset
Level of theory: ωB97M-V/def2-TZVPD

The geometry in ORCA input format:
```
! wB97M-V def2-TZVPD RIJCOSX def2/J DEFGRID3
* xyz 1 1
C -2.697 0.097 0.055
C 0.592 1.408 -0.202
N -3.636 -0.520 -0.232
N -1.673 0.780 -0.079
N -0.318 -0.914 0.155
N -0.380 0.322 -0.003
N 0.677 -1.727 0.372
H -4.649 -0.697 -0.329
H 0.096 2.307 -0.055
H 1.552 1.454 0.415
H 0.785 1.603 -1.300
H 1.658 -1.558 0.010
H 0.421 -2.670 0.471
*
```

lowest unoccupied orbital energy = -4.56 eV
molar mass = 100.1 u
strongest force on any atom = 0.0797 Eh/bohr
SMILES = CN(N=[NH2+])N=C=N
HOMO = -13.67 eV
energy relative to the best compared isomer or geometry (same formula, charge and spin) = 107.82 kcal/mol

***

[18]
Formula: C2H6N5S
Source: the Open Molecules 2025 dataset
Level of theory: ωB97M-V/def2-TZVPD

The geometry in ORCA input format:
```
! wB97M-V def2-TZVPD RIJCOSX def2/J DEFGRID3
* xyz 1 1
C 0.378 0.894 1.101
C -0.031 -0.863 -0.655
N -0.409 -0.010 2.167
N 0.678 0.234 -0.184
N -0.393 -1.845 0.163
N 0.330 2.196 1.064
N -0.408 -0.818 -1.925
S 0.067 -1.545 1.993
H 1.162 0.764 -0.847
H -0.729 -2.772 0.039
H 0.114 2.708 1.828
H 0.548 2.630 0.146
H -0.333 0.048 -2.473
H -0.975 -1.620 -2.419
*
```

lowest unoccupied orbital energy = -3.85 eV
molar mass = 132.2 u
strongest force on any atom = 0.1192 Eh/bohr
SMILES = NC1=NSNC(=[NH2+])N1
HOMO = -11.98 eV
energy relative to the best compared isomer or geometry (same formula, charge and spin) = 33.24 kcal/mol

***

[19]
Formula: C2H6NO
Source: the Open Molecules 2025 dataset
Level of theory: ωB97M-V/def2-TZVPD

The geometry in ORCA input format:
```
! wB97M-V def2-TZVPD RIJCOSX def2/J DEFGRID3
* xyz -1 1
C -0.648 -0.863 -0.027
O -1.840 -1.204 -0.484
C -0.245 0.634 -0.161
N 1.168 0.897 0.198
H 0.228 -1.383 -0.515
H -0.492 -1.056 1.076
H -0.869 1.257 0.484
H -0.384 0.921 -1.202
H 1.745 0.372 -0.456
H 1.336 0.426 1.088
*
```

lowest unoccupied orbital energy = 4.89 eV
molar mass = 60.1 u
strongest force on any atom = 0.0078 Eh/bohr
SMILES = NCC[O-]
HOMO = -2.18 eV
energy relative to the best compared isomer or geometry (same formula, charge and spin) = 2.86 kcal/mol

***

[20]
Formula: C2H6NO
Source: the Open Molecules 2025 dataset
Level of theory: ωB97M-V/def2-TZVPD

The geometry in ORCA input format:
```
! wB97M-V def2-TZVPD RIJCOSX def2/J DEFGRID3
* xyz -1 1
C -1.536 -1.063 -0.641
O -0.434 -0.277 -0.562
H -1.350 -2.149 -0.435
H -2.348 -0.785 0.079
H -2.024 -1.047 -1.647
C 1.898 1.213 0.552
N 0.986 1.007 1.400
H 2.837 1.681 0.871
H 1.753 0.907 -0.489
H 0.218 0.513 0.872
*
```

lowest unoccupied orbital energy = 4.61 eV
molar mass = 60.1 u
strongest force on any atom = 0.0077 Eh/bohr
HOMO = -2.53 eV
energy relative to the best compared isomer or geometry (same formula, charge and spin) = 15.32 kcal/mol